1.
The following is a quantum chemistry calculation of one molecule with the formula C9H10O2S2, from the Open Molecules 2025 dataset.

The geometry in XYZ format:
```
23
Properties=species:S:1:pos:R:3:forces:R:3:lowdin_charge:R:1
C -0.559 2.332 0.306 0.13 0.10 -0.14 -0.092
C -1.247 1.247 1.074 -0.23 -0.54 -0.32 -0.845
S -1.724 -0.176 0.022 0.25 0.06 0.21 0.671
O -2.478 0.330 -1.089 0.16 0.24 -0.22 -0.296
O -2.306 -1.183 0.863 0.22 -0.17 0.17 -0.311
C -0.139 -0.780 -0.580 -0.56 0.30 0.25 -0.275
C 0.557 -1.703 0.177 0.00 -0.10 0.15 -0.055
C 1.793 -2.146 -0.265 -0.01 0.01 0.02 -0.066
C 2.316 -1.657 -1.452 0.02 -0.01 -0.01 -0.073
C 1.607 -0.736 -2.206 -0.02 0.02 0.00 -0.065
C 0.369 -0.292 -1.769 -0.06 0.08 -0.14 -0.066
C -0.909 0.891 2.468 0.11 -0.11 0.25 -0.396
S -2.524 1.660 2.261 -0.24 0.07 -0.01 0.908
H -1.156 2.582 -0.569 0.02 0.09 -0.04 0.086
H 0.424 1.993 -0.022 0.06 0.04 -0.04 0.084
H -0.441 3.224 0.919 -0.01 -0.04 0.06 0.088
H 0.112 -2.078 1.085 0.00 -0.09 0.12 0.113
H 2.344 -2.872 0.312 0.03 -0.06 0.05 0.107
H 3.279 -2.004 -1.796 0.08 -0.03 -0.03 0.106
H 2.015 -0.367 -3.135 0.02 0.03 -0.08 0.108
H -0.219 0.409 -2.340 -0.02 0.09 -0.12 0.115
H -0.946 -0.155 2.742 -0.01 -0.03 -0.01 0.071
H -0.168 1.482 2.992 0.07 0.05 -0.14 0.084
```
Positions in Å, forces in eV/Å.

Properties
lowest unoccupied orbital energy	0.4	eV
HOMO energy	-9.16	eV
max |F|	0.68	eV Å⁻¹
charge	0
structure (SMILES)	C[C@@]1(S(=O)(=O)c2ccccc2)CS1
M	214.311	g/mol
calculated total energy	-35259.699	eV
relative energy (zero: lowest compared OMol25 entry of this formula, charge and spin)	149.81	kJ/mol

2.
The following is a quantum chemistry calculation of one molecule with the formula C9H10O3S2, from the Open Molecules 2025 dataset.

The geometry in XYZ format:
```
24
Properties=species:S:1:pos:R:3:forces:R:3:lowdin_charge:R:1
C -3.798 0.468 0.560 -0.37 2.79 -1.45 -0.070
C -3.279 1.126 -0.612 -0.85 -1.78 1.67 -0.058
C -2.985 -0.409 1.287 -2.86 0.47 2.07 -0.085
C -2.057 0.651 -1.093 -0.72 2.85 -1.57 -0.091
C -1.739 -0.759 0.861 -1.82 2.72 -3.44 -0.053
C -1.302 -0.245 -0.375 -0.60 -0.93 0.79 -0.311
C 1.779 0.047 -0.306 -1.74 -0.90 -0.02 -0.476
C 4.108 0.196 0.552 -1.69 -3.18 1.56 -0.086
C 2.992 -0.701 0.027 -1.22 -2.31 1.91 -0.324
O 0.184 1.830 -0.683 -0.52 1.87 -0.15 -0.585
O 0.229 -0.948 -2.381 -0.06 0.30 -0.67 -0.280
O 0.305 -2.273 -0.324 0.23 -0.93 0.88 -0.292
S 1.524 1.637 -0.126 0.11 -1.46 -0.40 1.005
S 0.172 -1.012 -0.961 2.02 2.17 -0.09 0.707
H -4.789 0.978 0.870 1.64 -1.70 0.16 0.129
H -3.894 1.952 -1.050 0.98 -0.97 0.10 0.118
H -3.457 -0.694 2.280 1.16 -0.05 -1.23 0.129
H -1.714 1.305 -1.939 0.30 -1.60 0.60 0.135
H -1.013 -1.192 1.367 2.51 -2.69 2.73 0.064
H 3.873 1.070 0.087 0.93 2.85 -1.20 -0.006
H 3.918 0.263 1.627 0.44 0.37 -0.08 0.094
H 5.002 -0.339 0.355 1.26 0.40 -0.21 0.076
H 2.718 -1.583 0.742 0.18 1.73 -0.50 0.155
H 3.223 -1.370 -0.766 0.68 -0.02 -1.46 0.105
```
Positions in Å, forces in eV/Å.

Properties
lowest unoccupied orbital energy	-0.5	eV
HOMO energy	-9.39	eV
max |F|	4.75	eV Å⁻¹
charge	0
M	230.310	g/mol
calculated total energy	-37303.768	eV
relative energy (zero: lowest compared OMol25 entry of this formula, charge and spin)	213.07	kJ/mol